(1)
Here is 2 unconnected molecules or ions with the total composition C6H12O from OMol25. Energies are from ωB97M-V with the def2-TZVPD basis set.

Output
E, eV: -8459.4815
HOMO energy, eV: -8.3
Gap between HOMO and LUMO, eV: 8.71
LUMO energy, eV: 0.36

CARTESIAN COORDINATES (ANGSTROEM)
C 2.382 0.566 -0.602
C 0.554 -0.714 1.186
C -0.516 -0.527 0.249
C -0.753 -1.576 -0.817
C -1.743 -0.098 1.106
C -1.224 0.820 0.081
O -0.639 1.987 0.555
H 2.549 1.454 0.014
H 1.648 0.771 -1.389
H 3.323 0.236 -1.046
H 0.700 0.256 1.700
H 2.018 -0.257 0.033
H 0.042 -1.530 -1.569
H -0.739 -2.573 -0.373
H -1.709 -1.425 -1.328
H -1.571 0.172 2.144
H -2.639 -0.683 0.923
H -1.792 0.922 -0.846
H 0.110 2.199 -0.020

Cartesian forces (eV/Å) of the 6 atoms listed first:
0.00 -0.07 0.04
-0.40 0.26 -0.10
0.39 -0.26 -0.08
-0.06 0.03 0.00
-0.21 0.08 0.23
-0.18 -0.15 -0.03



(2)
Here is a single C4H8O molecule at a distorted geometry from OMol25. Energies are from ωB97M-V with the def2-TZVPD basis set.

Output
E, eV: -6323.6825
HOMO energy, eV: -9.4
Gap between HOMO and LUMO, eV: 10.57
LUMO energy, eV: 1.13

CARTESIAN COORDINATES (ANGSTROEM)
C -1.855 0.617 0.069
C -0.446 0.333 0.492
C 0.631 0.474 -0.289
C 1.799 -0.434 -0.030
O 1.222 -1.638 -0.538
H -2.562 -0.106 0.496
H -2.162 1.612 0.397
H -1.952 0.561 -1.020
H -0.290 -0.036 1.510
H 0.550 0.829 -1.316
H 2.719 -0.193 -0.576
H 2.045 -0.538 1.038
H 0.300 -1.482 -0.235

Cartesian forces (eV/Å) of the 6 atoms listed first:
-0.10 0.21 -0.03
0.16 0.58 0.04
-0.27 0.16 0.15
0.00 0.32 0.13
0.00 -0.54 0.33
0.22 0.14 -0.01



(3)
Here is 3 unconnected molecules or ions with the total composition C4H13NO3 from OMol25. Energies are from ωB97M-V with the def2-TZVPD basis set.

Output
E, eV: -11985.8210
HOMO energy, eV: -8.5
Gap between HOMO and LUMO, eV: 8.24
LUMO energy, eV: -0.28

CARTESIAN COORDINATES (ANGSTROEM)
C 0.661 -1.292 -1.951
N -0.314 0.843 -1.527
O -0.466 -0.403 -2.188
O 0.689 -1.827 -0.689
H 0.897 -1.077 -0.053
H 0.604 0.929 -1.071
H -0.466 1.558 -2.234
H 1.573 -0.728 -2.194
H 0.498 -2.087 -2.679
C -1.224 0.934 0.588
C 1.496 0.587 1.874
C -1.708 -0.438 0.810
O 0.989 0.404 0.599
H -0.716 1.460 1.380
H -1.845 1.567 -0.026
H 0.709 0.909 2.592
H 2.276 1.363 1.913
H 1.918 -0.339 2.294
H -1.127 -0.966 1.561
H -1.684 -1.013 -0.119
H -2.761 -0.383 1.121

Cartesian forces (eV/Å) of the 6 atoms listed first:
-0.17 0.25 -0.01
-0.05 -0.23 0.15
0.25 0.02 0.22
-0.05 0.11 -0.07
0.00 -0.01 -0.09
-0.04 -0.08 -0.12



(4)
Here is a molecular structure, C6H8BaO6 at a distorted geometry from OMol25. Energies are from ωB97M-V with the def2-TZVPD basis set.

Output
E, eV: -19313.7468
HOMO energy, eV: -15.4
Gap between HOMO and LUMO, eV: 7.24
LUMO energy, eV: -8.16
Net charge: +2

CARTESIAN COORDINATES (ANGSTROEM)
H 1.763 1.001 -0.742
O 0.318 2.490 -4.224
C 0.665 2.435 -3.019
O 1.193 3.426 -2.448
O 0.423 1.303 -2.352
Ba 1.266 5.358 -5.166
C 0.683 1.302 -0.985
C 0.137 0.168 -0.280
C -0.017 0.181 1.154
C 0.027 -1.136 1.915
O -0.994 -1.991 1.422
C -1.149 -3.150 2.055
O -0.488 -3.530 2.988
O -2.155 -3.800 1.494
H 0.492 2.269 -0.492
H -0.252 -0.678 -0.861
H -1.071 0.576 1.169
H 0.589 0.954 1.643
H -0.138 -0.927 2.978
H 1.007 -1.613 1.795
H -2.299 -4.637 1.956

Cartesian forces (eV/Å) of the 6 atoms listed first:
-0.28 0.44 -0.18
0.10 -0.20 -0.20
0.41 3.32 -1.99
0.20 -0.18 0.52
-0.27 -1.28 0.73
-0.46 -1.90 1.24



(5)
Here is a molecular structure, C27H41N3O3PSeSiZr at a distorted geometry from OMol25. Energies are from ωB97M-V with the def2-TZVPD basis set.

Output
E, eV: -123046.7736
HOMO energy, eV: -15.8
Gap between HOMO and LUMO, eV: 6.02
LUMO energy, eV: -9.81
Net charge: +3

CARTESIAN COORDINATES (ANGSTROEM)
Zr 0.469 -0.465 0.028
C 0.933 -0.545 2.174
Si 0.109 1.110 2.636
C 0.974 2.162 1.191
N 0.737 1.642 -0.190
C -0.634 1.973 -0.718
C -0.672 3.132 -1.727
C 0.237 4.257 -1.247
C 1.687 3.751 -1.180
C 1.753 2.212 -1.116
C -1.674 0.943 1.961
C -2.051 -0.148 1.167
C -3.320 -0.213 0.601
C -4.237 0.805 0.832
C -3.886 1.876 1.638
C -2.616 1.947 2.186
C 0.249 1.825 4.362
C 1.507 2.201 4.850
C 1.674 2.559 6.173
C 0.589 2.562 7.036
C -0.669 2.225 6.562
C -0.840 1.852 5.242
H 0.447 -1.405 2.663
H 1.989 -0.542 2.471
H 2.054 2.121 1.371
H 0.696 3.215 1.240
H -1.259 2.257 0.134
H -1.074 1.061 -1.198
H -1.702 3.483 -1.791
H -0.368 2.815 -2.726
H -0.115 4.609 -0.275
H 0.168 5.104 -1.930
H 2.197 4.186 -0.323
H 2.240 4.074 -2.062
H 2.751 1.906 -0.776
H 1.581 1.804 -2.123
H -1.370 -1.029 1.091
H -3.604 -1.063 -0.003
H -5.229 0.757 0.412
H -4.604 2.654 1.841
H -2.344 2.799 2.792
H 2.361 2.208 4.190
H 2.653 2.822 6.539
H 0.722 2.824 8.074
H -1.518 2.234 7.228
H -1.824 1.573 4.895
C 5.204 -2.881 -1.120
O 3.786 -2.612 -1.056
P 3.060 -1.600 -0.094
O 1.629 -2.492 0.120
C 1.678 -3.713 0.896
O 2.178 -0.649 -1.254
C 2.072 -1.147 -2.608
H 5.398 -3.260 -2.122
H 5.472 -3.641 -0.389
H 5.794 -1.983 -0.953
H 1.417 -4.553 0.251
H 0.958 -3.639 1.714
H 2.678 -3.879 1.295
H 1.274 -0.585 -3.105
H 1.846 -2.219 -2.626
H 3.008 -0.985 -3.148
C -0.856 -5.052 -2.942
N -1.546 -3.976 -3.601
C -2.229 -4.101 -4.774
C -2.818 -2.907 -5.038
N -2.492 -2.059 -4.019
C -2.947 -0.702 -3.891
C -1.708 -2.722 -3.153
Se -1.082 -2.075 -1.501
H -0.423 -5.715 -3.691
H -1.551 -5.627 -2.325
H -0.070 -4.654 -2.305
H -2.242 -5.021 -5.324
H -3.445 -2.607 -5.855
H -3.932 -0.606 -4.341
H -2.268 -0.019 -4.404
H -3.006 -0.445 -2.831

Cartesian forces (eV/Å) of the 6 atoms listed first:
-1.64 -0.47 0.00
-0.87 -0.05 -0.16
-0.15 0.44 -0.29
-0.15 0.06 1.39
0.40 0.90 -0.30
-0.63 0.36 -0.19



(6)
Here is a single C2H4S3 molecule at a distorted geometry from OMol25. Energies are from ωB97M-V with the def2-TZVPD basis set.

Output
E, eV: -34641.2931
HOMO energy (spin up / spin down), eV: -7.2 / -7.4
Gap between HOMO and LUMO (spin up / spin down), eV: 7.16 / 7.27
LUMO energy (spin up / spin down), eV: -0.03 / -0.17

CARTESIAN COORDINATES (ANGSTROEM)
C -0.634 0.451 -1.467
C 0.204 -0.116 0.986
S -0.827 0.925 0.090
S -0.019 -0.472 2.649
S 1.157 -1.242 0.009
H -0.722 1.320 -2.091
H -0.069 -0.294 -1.968
H -0.580 0.624 3.057
H 2.369 -1.498 0.729

Cartesian forces (eV/Å) of the 6 atoms listed first:
-0.49 1.69 -1.08
-0.11 0.69 -1.13
1.34 -1.78 0.93
0.55 -1.64 0.65
1.19 -0.34 0.74
-0.47 0.32 -0.43